Here is a structure of composition C15H16AsBiF6N2O2PS in a non-equilibrium geometry from the Open Molecules 2025 dataset. Energies are from wB97M-V/def2-TZVPD.

Each line ends with the Mulliken spin population.
Element x y z (Å)
F -1.34230 2.85830 -2.35700  0.003
C 2.93030 1.03470 -5.31020  0.075
H -3.39050 1.20060 2.34620  0.000
S 0.15900 0.74340 1.75760  -0.007
F -3.10930 3.44430 0.58010  0.000
Bi 0.24790 0.95500 -0.74740  0.091
C 2.29080 -0.75090 -3.81900  0.011
H 5.24170 -0.70200 -2.18180  -0.003
H 3.50210 -0.62230 1.75710  -0.005
C 5.35090 -0.74480 -1.10950  0.036
C 5.61540 -0.92690 1.66850  0.008
C 4.36620 -0.72860 1.11610  0.044
C 6.73170 -1.02370 0.84010  0.148
H 3.76660 2.79550 -4.40330  0.000
H 2.12050 -0.84880 -5.94160  0.001
C 6.58850 -0.96530 -0.54320  0.015
H 5.73270 -0.98130 2.73940  0.002
N -2.48210 0.80600 2.11620  -0.001
H 7.71390 -1.13020 1.27420  0.001
O -0.12170 -2.92900 -2.07420  0.020
C 1.80420 -2.13310 -0.91160  0.077
H 2.96160 1.44330 -6.30850  0.001
H -2.19810 3.20040 2.99880  0.000
C 3.25500 1.31020 -2.95700  0.047
O -0.33740 -1.04080 -0.91290  0.017
H 1.78690 -2.45610 0.13720  0.002
F -3.79920 2.94970 -1.77410  0.000
H -2.48030 -0.11280 1.69000  0.000
H 7.44940 -1.10080 -1.18160  0.003
F -0.76080 3.39120 -0.02410  0.003
C 3.36820 1.80710 -4.23680  -0.017
N -1.34700 2.71290 2.73300  -0.001
P 2.58160 -0.47630 -1.00830  0.136
F -2.18120 1.41240 -0.53030  0.014
H 3.57390 1.90320 -2.10980  -0.006
As -2.36950 3.33960 -1.00370  -0.003
C 4.22920 -0.64790 -0.27700  0.186
H 1.88710 -1.74120 -3.67350  -0.003
C 2.73190 0.02210 -2.74080  0.084
C 2.42000 -0.24320 -5.09960  0.014
F -2.26690 4.97940 -1.29140  0.000
H -0.48210 3.23310 2.80210  0.000
C 0.33260 -2.07540 -1.38550  -0.004
H 2.39040 -2.86710 -1.47860  0.007
C -1.39130 1.51580 2.21550  0.003

HOMO (spin up / spin down), Eh: -0.5882 / -0.5793
Spin multiplicity: 2
Gap between HOMO and LUMO (spin up / spin down), eV: 9.052 / 4.509
Relative energy (zero: lowest compared OMol25 entry of this formula, charge and spin), kcal per mole: 41.7
E_tot, hartree: -4629.83585
Net charge: +2

=====

Here is a structure of composition C22H31BF12N7O4PS2SbSeZr in a non-equilibrium geometry from the Open Molecules 2025 dataset. Energies are from wB97M-V/def2-TZVPD.

Each line ends with the Mulliken spin population.
Element x y z (Å)
H -1.66047 4.97897 -3.51316  0.022
C 0.90861 -4.02991 1.62314  0.000
C -0.01337 -5.66248 2.83706  0.000
H 4.64976 2.21148 -1.43272  0.000
H 2.36943 2.26103 -2.84853  -0.001
F -3.53909 -2.13263 -1.43021  0.000
H -0.86621 -8.37072 4.59779  0.000
C 1.32187 -5.99937 2.55948  0.000
S -2.26540 0.76977 1.29598  -0.050
N 1.41421 0.24967 -2.68075  0.008
H 1.60630 5.87114 -0.42179  0.006
H -4.27509 3.25755 -0.63652  0.001
H -3.17164 3.09496 -4.22060  0.002
S -2.57390 0.41201 -1.24493  -0.028
Zr 0.44599 0.09068 0.07118  0.021
F 1.20734 0.15605 2.10910  0.001
F -4.26687 1.38937 2.85234  0.000
C -3.33060 0.46538 2.80428  0.002
C -0.26788 -7.68372 4.02250  0.000
C 4.74808 0.59279 0.08972  -0.001
H -4.04197 4.60136 -1.77765  0.008
H -3.21823 4.68411 1.18444  0.003
B 1.85834 1.57978 -2.03779  0.002
C -2.10316 3.07033 -4.42486  -0.002
P 1.11034 1.83949 2.49682  0.000
C 3.19643 -4.96771 1.30102  0.000
H -1.94770 3.43622 -5.44087  0.008
H 2.90909 -7.44538 2.81691  0.000
C -3.69258 5.12063 0.30530  0.013
C 1.61551 -0.20288 -3.92112  0.002
C 1.22047 -1.52763 -3.97930  0.000
C 3.69714 -0.20471 0.51748  0.001
H 1.45887 -8.93783 4.14084  0.000
C -3.68382 4.14485 -0.85589  0.048
C 1.07170 4.99572 -0.78674  0.001
C -0.83413 -6.50543 3.56952  0.000
H -0.84632 5.98873 -0.71301  0.022
Se 1.15046 -2.46412 0.58485  -0.001
C -2.46580 -1.41893 -1.65674  0.001
H 1.56380 4.11430 -0.37733  0.002
H -3.17512 6.04132 0.04389  -0.001
H 0.44082 -2.76201 -2.30801  0.000
H 3.34611 -4.06743 0.70793  0.000
C -1.33200 3.94477 -3.46543  0.125
N 1.85095 -4.97191 1.80489  0.000
C 4.18889 1.43892 -0.85174  0.001
H 0.88163 2.08039 -1.51575  0.044
H 5.76549 0.56075 0.41159  0.000
H -0.47865 5.01083 0.73105  -0.003
N -3.26388 0.37850 0.14060  0.008
F -0.38418 1.48275 2.95019  0.000
C 0.78496 -1.81741 -2.69456  0.000
F -2.65049 0.43765 3.92840  0.000
N 2.88822 1.15385 -0.96411  0.001
F 1.71448 1.55951 3.88605  0.000
O -1.89985 2.13200 1.11556  -0.008
N 0.89238 -0.73186 -1.91312  -0.006
H 2.03331 0.42000 -4.68687  0.000
H -4.71907 5.37862 0.56012  0.007
F 0.86877 3.36705 2.61500  0.000
C -0.37300 5.08151 -0.34943  0.100
H -1.86170 -6.25178 3.77283  0.000
O -1.13191 0.67186 -1.11590  0.110
H 3.90558 -4.98726 2.12835  0.000
F 0.48766 1.95664 0.81608  -0.017
F 2.50229 1.99139 1.74628  0.000
H -1.08177 -3.90603 2.27116  0.000
Sb -1.61640 3.46020 -1.27128  0.516
O -3.22469 1.14302 -2.25798  0.026
F -1.50692 -1.81441 -0.75374  0.002
H -0.25969 3.89477 -3.64522  -0.003
H 1.25257 -2.18944 -4.81930  0.000
H 3.70066 -0.99759 1.24521  0.000
H -1.76222 2.03672 -4.38681  0.005
H 1.15486 4.98543 -1.87288  0.002
F -1.99277 -1.66176 -2.86277  0.000
F -3.87173 -0.72618 2.60079  0.001
N 2.57248 0.14511 -0.12493  -0.001
O -1.18812 -0.21437 1.30789  -0.002
N -0.22339 -4.43383 2.23960  0.000
C 1.88419 -7.18293 3.02032  0.000
C 1.06220 -8.01219 3.75777  0.000
H 3.35953 -5.84813 0.67909  0.000

HOMO (spin up / spin down), Eh: -0.4910 / -0.4911
Spin multiplicity: 2
Gap between HOMO and LUMO (spin up / spin down), eV: 7.467 / 5.937
E_tot, hartree: -6590.61959
Net charge: +2

=====

Here is the ion C20H32ClN2O5S with charge +1 in a non-equilibrium geometry from the Open Molecules 2025 dataset. Energies are from wB97M-V/def2-TZVPD.

Each line ends with the natural charge from an NBO analysis.
Element x y z (Å)
H -2.94191 -0.62165 4.89366  0.219
C -0.66642 -1.23079 1.15457  -0.328
H 0.50103 0.34752 -0.91807  0.228
H 1.10894 0.77671 5.22288  0.216
C 0.42449 -2.80108 -0.27760  -0.269
H 1.37311 3.83810 0.84425  0.230
O -1.37558 1.13473 1.83883  -0.942
H -0.92846 -0.10013 -3.84272  0.232
O -0.64083 1.53557 4.62607  -0.518
H -2.34034 1.47134 5.79389  0.178
H 1.59739 -0.02864 -4.94549  0.233
C 0.04174 -2.06045 -3.80145  0.052
C -2.03617 1.38488 4.74184  -0.098
N 0.98481 0.05544 -2.93772  -0.382
C -0.28112 -0.67077 -3.17765  -0.246
C -0.29743 -0.84666 4.78014  -0.265
H -3.09955 0.13647 3.29278  0.225
C 0.04571 2.96522 -0.59919  -0.398
C 2.37113 1.30438 -1.27378  -0.420
H 0.05486 -1.97335 -4.89551  0.193
H -0.74465 -1.50128 5.53066  0.219
H -0.97989 -3.95343 -4.11358  0.224
S -0.54960 0.09645 2.38254  2.324
O 0.85960 0.31601 2.52457  -0.942
C -0.74115 -2.94758 -1.03021  0.268
H -0.54058 3.87191 -0.74725  0.223
C 1.44531 3.32543 -0.11324  -0.405
C 0.05157 0.54959 5.35591  -0.098
H 1.23600 -3.28835 -2.88926  0.507
C -1.85528 -1.43087 0.48090  -0.194
H 3.30457 2.34288 0.36114  0.223
H 1.37241 -1.79471 1.36835  0.244
H 1.30295 -3.35578 -0.57058  0.233
C -1.90916 -2.30495 -0.59636  -0.107
O -0.65933 -3.72114 -2.16452  -0.511
C -2.44674 0.01106 4.15447  -0.264
C 0.95762 0.94283 -1.71740  -0.025
H -2.00651 -2.68818 -3.39686  0.209
O 1.32574 -2.45265 -3.37478  -0.736
H 0.58386 -1.32940 4.36140  0.226
H 2.85802 1.94397 -2.01219  0.204
C 1.45681 0.71699 -4.16600  -0.422
H -0.78787 -0.80058 -2.22109  0.238
H 1.86440 1.43875 0.82761  0.230
H -2.46681 2.20342 4.16551  0.215
C 0.12078 2.19904 -1.92351  -0.436
C 2.29613 2.07054 0.05026  -0.399
Cl -3.42981 -2.55591 -1.38583  0.046
H 0.72887 1.45212 -4.50080  0.230
H 2.40875 1.20911 -3.98618  0.238
H 1.92069 4.00485 -0.82533  0.195
H 1.65707 -0.71543 -2.74364  0.471
H 2.97100 0.40032 -1.14545  0.213
C 0.46379 -1.94928 0.80989  -0.137
H -0.21103 0.61372 6.42061  0.178
H -0.88677 1.94139 -2.25339  0.216
H 0.58271 2.84564 -2.67137  0.207
C -1.00613 -3.12513 -3.40246  -0.096
N -1.25169 -0.67556 3.70160  -0.638
H -0.45754 2.36030 0.15640  0.232
H -2.73354 -0.88298 0.77973  0.254

Structure (SMILES): C[N@H+](C[C@@H](O)COc1ccc(S(=O)(=O)N2CCOCC2)cc1Cl)C1CCCCC1
HOMO, Eh: -0.4340
Spin multiplicity: 1
Gap between HOMO and LUMO, eV: 9.703
Relative energy (zero: lowest compared OMol25 entry of this formula, charge and spin), kcal per mole: 0.0
E_tot, hartree: -2125.13023
Net charge: +1

=====

Here is a cluster of 2 separate species, C10H14N3O2 in total in a non-equilibrium geometry from the Open Molecules 2025 dataset. Energies are from wB97M-V/def2-TZVPD.

Each line ends with the Mulliken spin population.
Element x y z (Å)
N -2.57890 0.26467 -0.34895  -0.003
H -2.84678 0.64522 -2.29901  0.000
H -3.91097 1.68498 -1.35546  0.000
C 3.32902 2.53892 0.33997  -0.022
C 2.34915 0.37454 0.02760  0.130
H 3.43224 3.00555 -0.58984  0.036
H -0.76834 -3.21595 1.13159  0.001
H 4.46621 2.37283 0.60827  0.008
C -3.45189 0.65513 -1.49112  0.001
H -1.88144 2.17565 -0.23306  0.001
H 3.32952 -2.40211 -1.12342  -0.003
H 3.15870 3.37115 1.05381  0.015
H 3.13753 -2.59350 0.61740  -0.006
H -4.24636 -0.00045 -1.40612  0.000
N 2.26930 1.63443 0.20839  0.479
H -2.87159 0.16936 1.94115  0.000
C -1.66737 -3.06921 0.63387  0.006
O 4.71896 -0.23760 0.09863  0.078
C 1.21773 -0.52355 -0.04056  1.025
O 1.55480 -1.72119 -0.16851  0.100
C 3.01744 -1.92814 -0.20654  0.092
C 3.58047 -0.56227 -0.02739  0.047
C -1.71731 1.26024 0.23268  -0.029
C -2.87175 0.71812 1.00694  0.000
H -3.70218 1.36242 1.01038  0.000
H -0.67453 0.74272 0.11894  0.036
N -1.88972 -1.95252 0.10744  0.009
H -2.47076 -3.76441 0.80573  0.001
C -2.01118 -1.00502 -0.65281  -0.005

HOMO (spin up / spin down), Eh: -0.3737 / -0.4289
Spin multiplicity: 3
Gap between HOMO and LUMO (spin up / spin down), eV: 6.766 / 6.698
Relative energy (zero: lowest compared OMol25 entry of this formula, charge and spin), kcal per mole: 153.1
E_tot, hartree: -703.57740
Net charge: +1

=====

Here is an isolated molecule of C20H31N3O in a non-equilibrium geometry from the Open Molecules 2025 dataset. Energies are from wB97M-V/def2-TZVPD.

Each line ends with the natural charge from an NBO analysis.
Element x y z (Å)
H 0.79783 0.05813 -3.07997  0.195
H -2.18305 -0.44684 6.98236  0.198
C 0.87815 1.25717 -0.84710  -0.423
H -2.22940 -2.46325 1.86314  0.170
C -0.24119 -0.96281 2.34841  0.018
C -1.83272 -0.11815 5.11815  -0.209
C 1.62631 1.42723 -6.03464  -0.343
H 2.26737 2.06640 -6.11277  0.154
N -0.36633 -3.13700 0.96324  -0.571
C 1.49054 1.20583 0.71073  -0.370
H 1.52124 -0.59500 -5.38193  0.169
H 3.31595 1.26158 -4.16227  0.149
C 2.71158 0.58908 -4.04245  -0.331
N 0.44670 -1.02719 1.11513  -0.467
C -1.35482 -0.10885 2.51944  -0.531
C 1.01171 2.15377 -3.79302  -0.420
C -2.12062 -0.42528 3.63384  0.061
H -5.51074 -1.41488 4.44901  0.237
H -4.39901 -1.33256 7.68328  0.455
H 1.87543 -0.10059 2.21788  0.202
C 2.04613 1.14718 -1.68362  -0.404
H -0.44082 0.97397 -5.09944  0.193
C -0.99082 -2.57051 2.09487  -0.196
H -1.02492 0.73334 2.81922  0.219
H -1.99038 -0.08375 1.59467  0.228
C -3.93067 -0.94991 5.75686  0.310
C 2.17152 0.04285 -5.39077  -0.344
H 0.55513 1.85438 1.33386  0.171
H 3.15204 0.00336 -6.09717  0.194
C 1.62167 -0.12915 1.15022  -0.244
H 2.40333 -0.48427 0.66977  0.211
H 1.38163 -1.28264 -1.12836  0.369
H 2.36260 1.80035 0.89979  0.225
H -4.09883 -0.94033 2.58146  0.174
H 0.26486 2.41787 -0.94614  0.208
C 0.28598 1.78305 -5.28199  -0.335
H -0.87970 0.03848 5.17157  0.194
H 1.59835 2.90501 -3.76256  0.196
H -0.22467 2.43049 -5.72265  0.176
C -3.57466 -0.91814 3.34821  -0.156
H -0.71034 -3.18442 2.82493  0.181
H 0.49112 -1.06799 3.39808  0.182
N 1.31190 -2.19310 -0.58862  -0.833
H 1.02190 -2.94596 -1.06924  0.381
C -2.41021 -0.46492 6.05510  -0.191
C 1.42327 1.06884 -3.11765  -0.188
C -4.47243 -1.01992 4.48231  -0.318
H 2.69189 2.21761 -1.74140  0.205
H 1.04640 1.30843 -7.09192  0.177
H 0.11511 2.47896 -3.13324  0.186
H 2.54075 0.33094 -1.48598  0.191
H -0.08462 0.66224 -0.90181  0.241
O -4.93034 -1.21876 6.97159  -0.717
C 0.39085 -2.12509 0.55938  0.597
H 3.18206 -0.50529 -3.61981  0.172

Structure (SMILES): NC1=NC[C@H](Cc2ccc(O)cc2)N1CCCCC1CCCCC1
HOMO, Eh: -0.2912
Spin multiplicity: 1
Gap between HOMO and LUMO, eV: 8.522
Relative energy (zero: lowest compared OMol25 entry of this formula, charge and spin), kcal per mole: 481.7
E_tot, hartree: -1019.47005

=====

Here is an isolated molecule of C8H12 in a non-equilibrium geometry from the Open Molecules 2025 dataset. Energies are from wB97M-V/def2-TZVPD.

Each line ends with the natural charge from an NBO analysis.
Element x y z (Å)
C -1.52332 0.66609 0.09264  -0.452
H 1.08147 -2.46592 -2.57104  0.206
C 2.02881 -0.92747 -1.32369  -0.509
C -0.06569 0.21613 -0.12316  -0.015
C -1.07390 2.26003 1.89358  -0.607
H -1.99465 0.43595 -0.91621  0.233
C 1.03607 -0.23575 -0.41893  -0.038
H -1.19505 2.83267 -0.07820  0.207
H 1.84839 -3.08341 0.42850  0.193
H 0.93986 -4.13362 -0.70621  0.194
C 1.43617 -2.26844 -1.55508  -0.147
C 1.46969 -3.23297 -0.53798  -0.396
H -1.17297 3.17444 2.30363  0.208
H 2.21137 -0.37662 -2.20991  0.235
H -1.89401 -0.06366 0.86020  0.228
H -2.76524 2.37366 0.46363  0.204
C -1.69431 2.13685 0.55578  -0.392
H -0.02021 2.19053 1.83423  0.218
H -1.54836 1.61086 2.66344  0.198
H 2.89587 -1.10935 -0.65522  0.233

Structure (SMILES): C=CCC#CCCC
HOMO, Eh: -0.3254
Spin multiplicity: 1
Gap between HOMO and LUMO, eV: 9.937
Relative energy (zero: lowest compared OMol25 entry of this formula, charge and spin), kcal per mole: 60.3
E_tot, hartree: -311.89025

=====

> Which of these has the lowest E_tot?

C22H31BF12N7O4PS2SbSeZr

=====

> Look up the spin multiplicity of the fifth one.

1

=====

> What is the formula in the third record?

C20H32ClN2O5S

=====

> spin multiplicity of number 6 (C8H12)?

1